# 1
Here is a structure of composition C48H44N8P2Se2Zn at a distorted geometry from the Open Molecules 2025 dataset. Energies are from ωB97M-V/def2-TZVPD.

HOMO energy: -6.73 eV
Charge: 0
ΔE to the lowest compared entry with this formula, charge and spin: 3.75 kcal/mol

Last column: Mulliken charge in e.
Cartesian coordinates (Å):
Zn: 1.29 2.08 -0.45  0.64
C: 0.43 3.45 -3.23  -1.15
N: -0.08 3.29 -1.86  1.37
C: -1.40 2.62 -1.90  -1.36
C: -0.15 4.60 -1.19  0.69
C: -0.93 5.61 -1.72  -0.49
C: -0.92 6.89 -1.18  -0.94
C: -0.10 7.15 -0.09  -0.76
C: 0.68 6.14 0.46  -0.56
C: 0.64 4.82 -0.03  -0.67
N: 1.37 3.77 0.50  0.46
C: 1.60 3.58 1.86  0.25
C: 0.99 4.29 2.90  -1.06
C: 1.23 3.97 4.24  -0.82
C: 2.08 2.93 4.58  -1.01
C: 2.67 2.19 3.56  -0.22
C: 2.43 2.49 2.23  0.33
N: 3.01 1.69 1.15  0.91
C: 3.17 0.26 1.48  -1.37
C: 4.31 2.27 0.77  -1.29
H: -0.32 3.93 -3.87  0.43
H: 0.66 2.47 -3.64  0.07
H: 1.32 4.08 -3.23  0.37
H: -2.14 3.24 -2.40  0.48
H: -1.74 2.41 -0.88  0.28
H: -1.29 1.67 -2.44  0.33
H: -1.54 5.41 -2.60  0.31
H: -1.55 7.67 -1.61  0.40
H: -0.04 8.15 0.32  0.39
H: 1.34 6.36 1.30  0.72
H: 0.29 5.08 2.67  0.61
H: 0.73 4.54 5.01  0.39
H: 2.27 2.68 5.62  0.40
H: 3.31 1.35 3.81  0.34
H: 3.99 0.09 2.20  0.46
H: 3.42 -0.29 0.57  0.00
H: 2.25 -0.14 1.91  0.63
H: 5.01 2.23 1.61  0.36
H: 4.17 3.31 0.48  0.27
H: 4.75 1.72 -0.07  0.38
Se: 1.05 -3.39 2.69  -0.34
P: -0.84 -2.66 2.14  0.65
C: -1.89 -3.98 1.44  -0.12
C: -3.26 -4.06 1.70  0.07
C: -4.02 -5.09 1.17  -0.85
C: -3.42 -6.06 0.38  -0.62
C: -2.05 -6.01 0.14  -0.78
C: -1.29 -4.98 0.67  -0.13
C: -1.85 -2.00 3.50  0.69
C: -1.60 -2.45 4.79  -0.72
C: -2.41 -2.02 5.84  -0.61
C: -3.46 -1.16 5.60  -0.56
C: -3.71 -0.71 4.31  -0.74
C: -2.91 -1.12 3.26  -0.37
C: -0.67 -1.20 1.04  0.51
C: -0.32 -0.87 -0.28  -1.44
N: 0.10 0.41 -0.22  1.82
N: -0.01 0.86 1.03  0.12
N: -0.46 -0.09 1.81  -1.05
P: -0.50 -1.61 -1.93  1.08
Se: 0.57 -0.62 -3.45  -0.28
C: 0.05 -3.31 -1.74  0.65
C: -0.50 -4.32 -2.51  -0.47
C: 0.03 -5.60 -2.45  -0.94
C: 1.12 -5.86 -1.63  -0.38
C: 1.68 -4.84 -0.86  -0.96
C: 1.14 -3.56 -0.91  -0.31
C: -2.29 -1.65 -2.29  -0.14
C: -2.79 -0.97 -3.40  -0.79
C: -4.16 -0.95 -3.63  -0.74
C: -5.03 -1.60 -2.77  -0.61
C: -4.53 -2.29 -1.67  -0.74
C: -3.17 -2.31 -1.43  0.68
H: -3.74 -3.31 2.32  0.40
H: -5.08 -5.14 1.39  0.44
H: -4.01 -6.88 -0.02  0.41
H: -1.57 -6.77 -0.47  0.47
H: -0.22 -4.95 0.51  0.47
H: -0.76 -3.11 4.97  0.37
H: -2.20 -2.36 6.85  0.40
H: -4.09 -0.82 6.42  0.38
H: -4.53 -0.02 4.12  0.43
H: -3.09 -0.75 2.26  0.44
H: -1.35 -4.11 -3.16  0.47
H: -0.39 -6.39 -3.05  0.44
H: 1.54 -6.86 -1.58  0.40
H: 2.51 -5.05 -0.20  0.43
H: 1.56 -2.78 -0.30  0.49
H: -2.10 -0.47 -4.07  0.44
H: -4.55 -0.42 -4.50  0.40
H: -6.10 -1.57 -2.95  0.39
H: -5.21 -2.81 -1.00  0.49
H: -2.78 -2.86 -0.58  0.08
N: 5.05 -2.24 -3.48  -0.56
C: 4.74 -1.15 -3.25  -0.31
C: 4.34 0.21 -2.97  0.14
C: 5.05 1.29 -3.48  -0.46
C: 4.64 2.57 -3.16  -1.12
C: 3.53 2.73 -2.35  -0.40
N: 2.83 1.69 -1.87  0.43
C: 3.23 0.45 -2.17  -1.28
H: 5.92 1.12 -4.10  0.52
H: 5.17 3.44 -3.52  0.47
H: 3.19 3.71 -2.04  0.67
H: 2.65 -0.37 -1.77  1.47

---

# 2
Here is a structure of composition C4H5LiMnO3 at a distorted geometry from the Open Molecules 2025 dataset. Energies are from ωB97M-V/def2-TZVPD.

HOMO energy (spin up / spin down): -17.84 / -17.80 eV
Multiplicity: 6
<S²>: 8.75
Charge: +2

Last column: Mulliken charge in e.
Cartesian coordinates (Å):
Mn: -0.56 -0.84 1.73  1.27
O: 1.02 -0.86 0.14  -0.39
C: 2.44 -0.66 -0.07  -0.61
H: 2.75 -1.32 -0.89  0.30
H: 2.62 0.39 -0.34  0.37
H: 2.91 -0.93 0.88  0.28
C: -2.42 0.90 0.91  -0.91
C: -1.61 0.65 -0.13  -0.30
O: -1.13 -0.73 -0.15  -0.45
C: 0.15 -0.41 -0.76  1.41
O: 0.41 0.10 -1.81  -0.56
Li: -0.95 1.64 -2.12  0.96
H: -2.67 1.94 1.13  0.24
H: -2.96 0.11 1.46  0.41

---

# 3
Here is a structure of composition C71H90As4BrMoN4OSSi from the Open Molecules 2025 dataset. Energies are from ωB97M-V/def2-TZVPD.

HOMO energy (spin up / spin down): -13.74 / -13.80 eV
Multiplicity: 3
<S²>: 2.16
Charge: +3
ΔE to the lowest compared entry with this formula, charge and spin: 0.00 kcal/mol

Last column: Mulliken charge in e.
Cartesian coordinates (Å):
Mo: 0.07 0.29 -0.79  1.70
C: 0.57 2.27 3.38  -1.92
C: -0.34 1.06 3.27  -1.43
As: -1.32 0.95 1.57  2.02
C: -2.90 -0.06 2.05  0.55
C: -2.99 -0.75 3.25  -0.82
C: -4.14 -1.46 3.56  -0.96
C: -5.22 -1.47 2.68  -0.90
C: -5.14 -0.76 1.49  -0.87
C: -3.98 -0.06 1.17  -0.10
C: -2.09 2.74 1.70  -0.07
C: -1.35 3.84 1.26  1.04
C: -1.84 5.13 1.44  -0.68
C: -3.06 5.33 2.06  -1.01
C: -3.79 4.24 2.52  -0.87
C: -3.30 2.95 2.35  -0.87
As: 2.11 2.22 2.18  1.39
C: 2.94 3.91 2.67  0.36
C: 2.17 5.06 2.78  -0.09
C: 2.76 6.27 3.11  -0.72
C: 4.13 6.34 3.32  -0.65
C: 4.91 5.20 3.19  -0.70
C: 4.32 3.99 2.86  -0.78
C: 3.27 0.97 3.13  0.93
C: 3.27 0.88 4.52  -0.74
C: 4.12 0.00 5.18  -0.89
C: 5.01 -0.78 4.45  -0.74
C: 5.04 -0.67 3.06  -0.85
C: 4.17 0.19 2.41  -0.22
H: 0.92 2.38 4.41  0.86
H: 0.01 3.17 3.15  0.62
H: -1.12 1.13 4.03  1.00
H: 0.20 0.12 3.43  0.16
H: -2.16 -0.76 3.94  0.33
H: -4.20 -1.99 4.51  0.47
H: -6.12 -2.02 2.94  0.44
H: -5.98 -0.75 0.81  0.57
H: -3.94 0.50 0.25  0.26
H: -0.38 3.69 0.81  -0.14
H: -1.25 5.98 1.11  0.56
H: -3.45 6.33 2.19  0.45
H: -4.74 4.39 3.03  0.46
H: -3.88 2.11 2.72  0.46
H: 1.10 5.02 2.61  0.21
H: 2.15 7.16 3.21  0.48
H: 4.59 7.29 3.58  0.41
H: 5.98 5.25 3.35  0.44
H: 4.94 3.10 2.77  0.41
H: 2.62 1.51 5.12  0.34
H: 4.10 -0.07 6.26  0.48
H: 5.67 -1.47 4.95  0.45
H: 5.76 -1.24 2.49  0.55
H: 4.20 0.25 1.33  0.12
C: -1.45 2.61 -4.04  -1.20
As: -1.15 2.37 -2.13  1.53
C: -2.97 2.77 -1.59  -0.83
C: -0.08 3.94 -1.74  0.29
C: -0.59 5.23 -1.83  -0.96
C: 0.21 6.32 -1.48  -1.00
C: 1.51 6.11 -1.03  -0.85
C: 2.03 4.83 -0.97  -0.92
C: 1.25 3.75 -1.35  -0.21
As: 1.93 1.95 -1.53  0.98
C: 2.31 2.04 -3.44  -1.21
C: 3.77 1.91 -0.94  -0.79
H: -1.91 3.59 -4.14  0.62
H: -2.13 1.84 -4.40  0.16
H: -0.53 2.58 -4.60  0.30
H: -3.17 3.83 -1.76  0.52
H: -3.14 2.55 -0.54  -0.06
H: -3.62 2.17 -2.21  0.38
H: -1.61 5.40 -2.14  0.37
H: -0.19 7.32 -1.54  0.47
H: 2.13 6.95 -0.74  0.50
H: 3.05 4.68 -0.63  0.17
H: 1.41 2.12 -4.03  0.12
H: 2.87 1.17 -3.76  0.49
H: 2.91 2.93 -3.58  0.57
H: 4.24 2.84 -1.23  0.61
H: 4.25 1.09 -1.48  0.50
H: 3.86 1.76 0.12  -0.19
S: 1.43 -0.80 0.66  0.07
C: 2.06 -2.02 -0.39  -0.47
N: 2.83 -2.98 0.19  0.02
N: 3.18 -3.96 -0.51  0.52
C: 4.03 -4.98 -0.02  0.56
C: 4.25 -6.07 -0.85  -0.51
C: 5.07 -7.10 -0.42  -0.77
C: 5.68 -7.02 0.83  -0.59
C: 5.46 -5.91 1.64  -0.69
C: 4.64 -4.88 1.23  -0.26
N: 1.82 -2.01 -1.69  -1.13
N: 1.09 -1.05 -2.14  2.02
C: 1.08 -1.00 -3.58  -0.70
C: 0.03 -0.37 -4.24  1.26
C: 0.04 -0.26 -5.62  -0.63
C: 1.08 -0.79 -6.37  -1.01
C: 2.12 -1.45 -5.71  -0.78
C: 2.12 -1.55 -4.33  -0.54
H: 2.84 -4.02 -1.47  0.25
H: 3.77 -6.12 -1.83  0.44
H: 5.24 -7.96 -1.05  0.45
H: 6.33 -7.81 1.16  0.44
H: 5.95 -5.85 2.61  0.45
H: 4.46 -4.01 1.84  0.60
H: -0.81 -0.01 -3.68  -0.78
H: -0.77 0.26 -6.12  0.51
H: 1.09 -0.70 -7.44  0.50
H: 2.94 -1.87 -6.27  0.44
H: 2.95 -2.03 -3.83  0.52
C: 0.75 -8.20 0.19  -1.56
C: 0.43 -6.85 0.80  0.36
C: -0.68 -6.12 0.39  -1.24
C: -1.00 -4.89 0.95  0.53
C: -2.30 -4.24 0.53  0.78
C: -0.17 -4.38 1.95  1.16
C: -0.36 -3.03 2.52  -0.53
O: -0.80 -2.08 1.90  0.43
C: 0.94 -5.11 2.41  0.88
C: 1.86 -4.60 3.50  -2.02
C: 1.22 -6.33 1.82  -0.55
H: 0.21 -8.35 -0.74  0.38
H: 0.46 -8.99 0.88  0.35
H: 1.82 -8.30 0.01  0.32
H: -1.33 -6.54 -0.38  0.51
H: -2.37 -4.21 -0.56  -0.99
H: -2.42 -3.23 0.90  -0.88
H: -3.14 -4.85 0.89  0.58
H: -0.03 -2.89 3.56  0.33
H: 1.33 -4.51 4.45  0.51
H: 2.28 -3.62 3.26  0.32
H: 2.69 -5.29 3.65  0.40
H: 2.08 -6.91 2.16  0.38
C: -5.78 -2.97 -1.59  -1.99
C: -5.92 -2.59 -3.07  2.73
C: -7.21 -3.23 -3.66  -1.71
C: -6.04 -1.06 -3.15  -2.08
Si: -4.55 -3.27 -4.14  -1.33
Br: -2.04 -0.94 -1.47  -0.52
C: -3.95 -5.03 -3.93  2.77
C: -4.62 -5.77 -2.76  -1.78
C: -2.42 -5.00 -3.65  -2.04
C: -4.25 -5.82 -5.22  -1.82
C: -3.93 -2.31 -5.62  2.70
C: -3.73 -0.81 -5.33  -2.00
C: -5.02 -2.49 -6.70  -1.80
C: -2.58 -2.83 -6.15  -1.82
H: -6.60 -2.49 -1.04  0.64
H: -4.84 -2.61 -1.15  0.24
H: -5.86 -4.04 -1.41  0.43
H: -8.06 -2.87 -3.08  0.49
H: -7.20 -4.32 -3.60  0.35
H: -7.38 -2.95 -4.70  0.39
H: -6.85 -0.75 -2.48  0.67
H: -6.31 -0.71 -4.15  0.40
H: -5.12 -0.56 -2.83  0.36
H: -4.38 -5.32 -1.79  0.13
H: -4.23 -6.79 -2.74  0.64
H: -5.70 -5.83 -2.86  0.33
H: -2.17 -4.37 -2.79  0.31
H: -1.85 -4.65 -4.51  0.38
H: -2.10 -6.02 -3.43  0.53
H: -5.33 -5.91 -5.40  0.45
H: -3.85 -6.83 -5.10  0.50
H: -3.79 -5.39 -6.11  0.34
H: -4.66 -0.28 -5.16  0.38
H: -3.27 -0.36 -6.21  0.64
H: -3.07 -0.64 -4.47  0.21
H: -5.99 -2.08 -6.39  0.42
H: -5.17 -3.54 -6.98  0.37
H: -4.71 -1.95 -7.59  0.48
H: -1.77 -2.67 -5.44  0.11
H: -2.34 -2.27 -7.06  0.62
H: -2.60 -3.88 -6.43  0.44

---

# 4
Here is a cluster of 2 separate species, C3H10N2O in total at a distorted geometry from the Open Molecules 2025 dataset. Energies are from ωB97M-V/def2-TZVPD.

HOMO energy: -7.80 eV
Charge: 0
ΔE to the lowest compared entry with this formula, charge and spin: 36.78 kcal/mol
SMILES: C/C(N)=C/N.O

Last column: Mulliken charge in e.
Cartesian coordinates (Å):
C: -0.35 1.39 -1.61  -1.51
C: 0.11 0.71 -0.39  0.50
N: -0.49 1.06 1.01  -0.72
C: 1.08 -0.23 -0.44  -0.05
N: 1.47 -1.01 0.62  -0.62
H: -1.30 1.79 -1.46  0.42
H: -0.52 0.63 -2.48  0.31
H: 0.32 2.19 -1.94  0.29
H: -0.39 2.08 1.05  0.30
H: 0.28 0.71 1.63  0.26
H: 1.42 -0.42 -1.50  0.29
H: 0.73 -1.62 0.91  0.21
H: 2.28 -1.62 0.36  0.28
O: -1.37 -1.60 0.71  -0.66
H: -1.52 -0.63 0.70  0.39
H: -2.17 -1.95 0.24  0.31

---

# 5
Here is the ion C4H10NS with charge -1 at a distorted geometry from the Open Molecules 2025 dataset. Energies are from ωB97M-V/def2-TZVPD.

HOMO energy: -2.33 eV
Charge: -1
ΔE to the lowest compared entry with this formula, charge and spin: 19.59 kcal/mol
SMILES: CCNCC[S-]

Last column: Mulliken charge in e.
Cartesian coordinates (Å):
C: 1.79 -0.79 1.36  -1.32
C: 0.51 -0.16 0.72  -0.15
N: 0.33 -0.73 -0.56  -0.55
C: -0.43 0.38 -1.35  -0.69
C: -1.66 0.89 -0.63  -0.39
S: -2.74 1.68 -1.80  -0.61
H: 1.65 -1.84 1.64  0.29
H: 2.58 -0.73 0.64  0.35
H: 2.10 -0.26 2.27  0.34
H: 0.71 0.94 0.67  0.28
H: -0.46 -0.46 1.31  0.25
H: -0.37 -1.49 -0.46  0.31
H: -0.74 -0.16 -2.22  0.38
H: 0.28 1.23 -1.61  0.28
H: -1.36 1.57 0.17  0.16
H: -2.19 -0.06 -0.15  0.07

---

# 6
Here is the molecule C12H15NO4S at a distorted geometry from the Open Molecules 2025 dataset. Energies are from ωB97M-V/def2-TZVPD.

HOMO energy: -9.20 eV
Charge: 0
ΔE to the lowest compared entry with this formula, charge and spin: 349.89 kcal/mol
SMILES: O=C(O)[C@@H]1CCCN(S(=O)(=O)c2ccccc2)C1

Last column: Mulliken charge in e.
Cartesian coordinates (Å):
O: 2.13 -3.45 -2.26  -0.61
C: 2.46 -2.74 -1.39  0.09
O: 3.70 -2.77 -1.04  -0.53
C: 1.69 -1.94 -0.71  1.59
C: 0.55 -3.05 0.32  -1.55
C: 0.04 -2.04 1.36  -1.22
C: -0.88 -1.06 0.48  -0.66
N: -0.08 -0.30 -0.56  0.05
S: 0.67 0.99 0.23  1.27
O: 1.70 1.66 -0.64  -0.68
O: 1.08 0.62 1.77  -0.72
C: -0.74 2.02 0.33  0.24
C: -1.22 2.71 -1.04  -0.70
C: -2.33 3.47 -0.72  -0.49
C: -2.91 3.85 0.30  -0.43
C: -2.15 3.43 1.64  -0.19
C: -1.11 2.70 1.49  -0.34
C: 1.11 -0.98 -1.32  -2.46
H: 4.32 -3.36 -1.76  0.41
H: 2.51 -1.43 0.13  0.17
H: 1.32 -3.51 1.00  0.28
H: 0.26 -3.39 -0.46  1.15
H: 0.41 -1.51 2.03  0.89
H: -0.66 -2.64 1.82  0.45
H: -1.38 -0.25 1.01  0.51
H: -1.67 -1.61 -0.24  0.29
H: -0.64 2.20 -1.62  0.78
H: -2.77 3.78 -1.81  0.11
H: -3.61 4.54 0.52  0.52
H: -2.86 3.76 2.59  0.21
H: -0.64 2.23 2.48  0.18
H: 1.47 -0.37 -1.96  1.13
H: 0.26 -1.58 -1.99  0.27

---

# 7
Here is a cluster of 2 separate species, H4O2 in total at a distorted geometry from the Open Molecules 2025 dataset. Energies are from ωB97M-V/def2-TZVPD.

HOMO energy: -11.14 eV
Charge: 0
ΔE to the lowest compared entry with this formula, charge and spin: 3.80 kcal/mol
SMILES: O.O

Last column: Mulliken charge in e.
Cartesian coordinates (Å):
O: -1.64 -0.11 -0.07  -0.66
H: -1.74 0.82 -0.41  0.34
H: -2.07 -0.05 0.76  0.32
O: 1.75 0.10 0.05  -0.67
H: 0.77 -0.02 0.19  0.36
H: 2.12 -0.67 -0.42  0.32

---

# 8
Here is a structure of composition C24H43F5OP2RuTe at a distorted geometry from the Open Molecules 2025 dataset. Energies are from ωB97M-V/def2-TZVPD.

HOMO energy (spin up / spin down): -12.76 / -13.82 eV
Multiplicity: 5
<S²>: 6.02
Charge: +2
ΔE to the lowest compared entry with this formula, charge and spin: 69.47 kcal/mol

Last column: Mulliken charge in e.
Cartesian coordinates (Å):
Ru: -1.00 -0.88 -5.15  0.55
C: -0.62 -2.31 0.51  0.67
C: 0.70 -2.29 -0.01  0.61
C: 0.61 -0.84 1.78  0.84
C: -0.68 -1.40 1.61  0.53
C: 1.46 -1.38 0.77  0.52
C: -1.75 -3.13 0.03  -1.78
H: -1.51 -3.65 -0.90  0.36
H: -2.65 -2.52 -0.13  0.40
H: -2.02 -3.90 0.78  0.42
C: -1.87 -1.08 2.41  -1.07
H: -2.76 -1.54 1.98  0.40
H: -2.02 0.00 2.48  0.14
H: -1.75 -1.46 3.44  0.37
C: 0.98 0.16 2.80  -1.27
H: 0.80 -0.23 3.81  0.37
H: 0.41 1.09 2.69  0.10
H: 2.05 0.41 2.72  0.38
C: 2.89 -1.06 0.53  -1.48
H: 3.52 -1.94 0.72  0.47
H: 3.23 -0.26 1.19  0.32
H: 3.07 -0.75 -0.51  0.20
C: 1.21 -3.07 -1.16  -1.49
H: 2.20 -3.49 -0.95  0.44
H: 1.31 -2.45 -2.07  0.12
H: 0.53 -3.89 -1.41  0.44
C: -2.02 0.48 -6.15  0.18
C: -2.24 -0.88 -6.56  -1.02
C: -1.18 -1.57 -7.39  -0.89
C: 0.37 -1.45 -7.00  -0.64
C: 0.79 -0.95 -5.64  -0.93
C: 0.52 0.41 -5.25  0.82
C: 0.33 1.50 -6.32  -0.97
C: -1.08 1.42 -6.94  -0.90
H: -1.35 -1.15 -8.40  0.42
H: 0.90 -0.80 -7.72  0.26
H: -1.42 -2.64 -7.37  0.35
H: -1.08 1.12 -7.99  0.29
H: -2.87 1.04 -5.74  0.60
H: -3.17 -1.35 -6.25  0.68
H: -1.50 2.44 -6.91  0.43
H: 0.48 2.50 -5.86  0.38
H: 1.07 0.81 -4.39  -0.17
H: 1.13 1.41 -7.08  0.42
H: 0.77 -2.47 -7.05  0.45
H: 1.29 -1.59 -4.91  0.67
P: -1.64 2.24 -1.32  0.34
P: 1.70 2.07 -1.24  1.07
C: -0.60 3.25 -2.62  -0.69
C: 0.92 3.41 -2.27  -1.07
H: -1.15 4.22 -2.42  0.48
H: -0.71 2.94 -3.70  0.24
H: 1.53 3.50 -3.19  0.48
H: 0.99 4.33 -1.68  0.51
C: 2.42 3.09 0.09  -1.36
H: 3.20 2.47 0.54  0.47
H: 1.63 3.32 0.82  0.23
H: 2.83 4.00 -0.38  0.52
C: 3.17 1.64 -2.22  -1.45
H: 3.41 2.49 -2.87  0.54
H: 2.99 0.73 -2.81  0.34
H: 3.98 1.46 -1.51  0.50
C: -3.28 1.80 -2.26  -0.88
H: -3.70 0.82 -1.91  0.30
H: -3.23 1.73 -3.38  0.08
H: -3.88 2.67 -1.86  0.45
C: -1.50 -1.78 -3.35  -0.82
H: -0.78 -2.61 -3.43  0.28
H: -2.51 -2.12 -3.58  0.46
H: -1.40 -1.17 -2.45  0.05
F: -2.11 4.62 2.23  -0.33
Te: -1.69 3.16 1.11  1.56
F: -0.89 4.59 -0.08  -0.53
F: -2.52 2.03 2.54  -0.55
F: -3.47 3.51 0.24  -0.51
F: 0.07 3.10 2.11  -0.57
O: -1.08 1.03 -0.57  -0.20

---

no.,E_tot (Eh),molar mass (g/mol)
1,-9558.54511,1018.19
2,-1538.94275,162.96
3,-15325.90769,1551.21
4,-305.01604,90.13
5,-611.33461,104.20
6,-1219.63895,269.32
7,-152.86888,36.03
8,-2559.57082,733.22